19
Properties=species:S:1:pos:R:3:forces:R:3:lowdin_charge:R:1 method="wB97M-V/def2-TZVPD" relative_energy_ev=0.124 total_energy_ha=-514.508293 gap_ev=10.2 lumo_ha=0.0028 total_charge=0
N -0.990246 0.926732 -0.471512 1.8 -1.6 0.3 0.11
H 0.177598 -0.180351 -1.843904 -0.2 -0.3 0.2 0.14
C -0.406243 -2.090992 -0.137810 -1.1 -0.1 0.1 -0.03
H 1.289148 1.953583 -1.702676 -0.1 -0.3 0.3 0.09
O -2.278443 1.748797 1.089027 0.3 -0.5 1.4 0.10
C 1.402868 1.237735 -0.868934 0.8 0.0 -1.0 -0.05
O 0.489437 -0.579196 1.542521 -1.2 1.3 -0.1 0.05
H -1.447261 -1.693357 -0.267858 0.7 -0.4 0.6 0.10
C -1.350521 1.002870 0.855143 -1.2 1.7 -2.3 -0.39
H 1.438128 1.808862 0.033664 0.1 0.3 0.7 0.08
C 0.550031 -0.942509 0.151560 -0.3 -0.3 -1.1 -0.32
C 0.281038 0.226736 -0.835702 -0.3 0.7 0.5 -0.30
H -0.217589 -2.533807 -1.118274 0.4 -0.1 0.1 0.08
H -1.256864 1.741008 -1.022835 -0.1 -0.4 0.2 0.16
H 2.379083 0.753990 -1.026359 -0.3 0.1 0.1 0.09
H -0.347251 -2.877693 0.648530 -0.2 0.6 -0.6 0.10
O -0.752355 0.526567 3.092399 0.8 -0.9 -3.0 0.15
C -0.533706 0.274417 1.910071 0.3 -0.2 3.2 -0.32
H 1.573147 -1.303391 -0.027051 -0.2 0.3 0.3 0.15